Model one:
A cluster of 10 separate species, C60H150N10 in total, computed with ωB97M-V with the def2-TZVPD basis set.

Computed properties:
structure (SMILES)	CCN(CC)CC.CCN(CC)CC.CCN(CC)CC.CCN(CC)CC.CCN(CC)CC.CCN(CC)CC.CCN(CC)CC.CCN(CC)CC.CCN(CC)CC.CCN(CC)CC
Kohn-Sham gap	8.31	eV
E_HOMO	-7.6314	eV
spin multiplicity	1

CARTESIAN COORDINATES (ANGSTROEM)
N  -2.27  -2.13  8.03
N  2.66  -4.59  -3.28
N  3.24  -0.28  -7.49
N  4.19  3.17  0.97
N  -2.89  5.30  -4.25
N  -5.80  -3.84  1.45
N  -3.60  -1.41  -3.58
N  6.25  -1.54  -0.88
N  -2.04  3.80  7.33
N  0.01  0.38  0.54
C  -6.60  -4.93  3.73
C  -3.20  -1.11  -2.23
C  0.30  -0.01  -0.89
C  3.77  3.50  -0.37
C  7.91  -1.00  -2.58
C  -2.65  -2.88  9.26
C  -0.92  3.68  9.47
C  2.08  -6.60  -1.86
C  3.54  -3.42  -3.49
C  -7.04  -3.42  -0.61
C  5.74  -2.52  0.11
C  7.55  -1.93  -1.45
C  3.07  2.79  1.85
C  -1.16  2.64  0.37
C  -7.12  -3.92  0.80
C  -4.14  -2.41  2.55
C  4.43  0.28  -8.08
C  -3.29  6.73  -4.10
C  3.26  -2.84  -8.01
C  -3.37  3.32  -5.59
C  -1.51  5.14  -3.80
C  7.03  0.19  0.85
C  5.24  4.01  1.60
C  2.82  0.65  -5.20
C  -5.66  -2.05  -5.06
C  1.31  -4.14  -3.57
C  -2.10  -2.10  5.56
C  -3.21  4.83  -5.59
C  -3.20  -2.27  -1.24
C  4.25  -2.34  0.47
C  -0.87  -0.41  9.31
C  0.76  -3.16  -2.50
C  -0.04  -0.42  2.96
C  -2.86  7.64  -5.26
C  -5.07  -1.52  -3.65
C  2.82  -5.27  -2.02
C  -1.51  2.10  5.49
C  -3.05  -0.35  -4.47
C  6.41  4.54  0.76
C  6.22  -0.12  -0.37
C  3.54  1.84  2.89
C  3.31  -0.54  -6.05
C  -1.49  -0.55  -4.74
C  1.73  0.31  -1.12
C  -2.27  3.83  8.79
C  0.17  -0.79  1.43
C  4.73  -3.85  -4.39
C  -5.54  -2.47  1.88
C  -3.06  4.53  6.55
C  -1.38  4.98  -2.33
C  -2.26  -2.95  6.83
C  -2.00  2.40  6.90
C  2.62  -1.40  -8.23
C  2.88  4.79  -0.37
C  -1.25  1.16  0.72
C  -5.65  -4.91  2.42
C  3.95  1.13  -9.22
C  -3.09  6.05  6.75
C  -4.09  -3.26  9.46
C  -0.97  -1.31  8.13
H  -6.36  -4.10  4.40
H  3.99  0.89  2.59
H  2.99  -2.55  -3.86
H  8.20  -1.87  -0.58
H  5.12  -0.50  -8.41
H  4.66  3.65  -0.99
H  -2.91  4.22  5.52
H  -1.21  1.06  5.41
H  -0.30  5.05  -2.15
H  -6.68  -2.40  -0.56
H  1.97  4.64  0.22
H  -6.47  -4.11  -1.24
H  0.48  0.48  3.27
H  5.37  -3.05  -4.74
H  1.77  1.38  -1.33
H  -1.80  5.83  -1.80
H  -3.34  6.28  7.79
H  -3.48  -3.03  1.93
H  3.47  1.51  -5.38
H  -0.14  4.21  8.93
H  5.21  0.08  -0.03
H  1.57  -1.35  -7.94
H  4.36  -4.39  -5.27
H  4.30  -0.93  -5.78
H  -1.19  -1.58  -4.93
H  7.60  -3.00  -1.65
H  -8.04  -3.25  -1.00
H  7.10  -0.85  -3.29
H  2.58  -4.69  -1.12
H  2.16  -0.18  -1.99
H  2.28  2.33  1.27
H  6.87  -0.55  1.63
H  3.88  2.15  -8.82
H  4.20  2.24  3.66
H  -2.87  -1.96  -0.25
H  -6.26  -2.28  2.67
H  -1.23  1.91  7.50
H  0.62  -4.96  -3.77
H  -0.32  0.45  -1.65
H  4.01  -1.44  1.04
H  -2.39  -2.21  10.07
H  -4.65  -4.93  2.84
H  -0.48  -1.64  1.23
H  -0.22  -2.77  -2.79
H  -1.83  4.06  -1.96
H  3.01  0.94  -9.75
H  -3.75  -1.39  2.48
H  -1.13  -1.61  5.48
H  2.44  0.08  -0.32
H  8.32  0.00  -2.40
H  -2.08  -2.80  4.72
H  3.88  -5.51  -1.98
H  -2.92  2.99  9.06
H  -1.97  -3.73  9.34
H  -0.59  -1.00  10.19
H  -4.09  2.89  -4.89
H  6.38  0.54  -1.22
H  -3.53  -0.39  -5.45
H  7.04  5.07  1.48
H  -2.99  1.96  7.04
H  -4.52  -3.99  8.78
H  5.66  3.42  2.42
H  -4.21  5.19  -5.81
H  -3.12  7.11  -3.09
H  -7.64  -4.84  3.43
H  0.07  -1.06  -1.09
H  1.82  1.00  -5.45
H  4.71  1.13  -10.00
H  1.00  -6.47  -1.79
H  2.59  -1.33  -5.85
H  3.56  -2.38  -0.37
H  -0.97  -0.72  7.22
H  -3.78  3.14  -6.58
H  3.40  -3.05  -6.95
H  -3.93  -0.39  -1.85
H  3.82  -3.09  1.14
H  -4.13  -2.80  3.56
H  -3.15  -3.58  6.80
H  -1.07  4.23  -4.22
H  -7.94  -3.54  1.41
H  6.00  5.22  0.02
H  5.32  -4.58  -3.84
H  -1.96  0.67  0.05
H  8.61  -1.53  -3.23
H  -4.77  -2.41  9.55
H  4.64  4.77  2.10
H  -1.08  -0.46  3.27
H  -2.37  2.95  -5.34
H  -4.85  -2.23  -5.77
H  -5.85  -5.88  1.97
H  3.23  2.62  -0.73
H  3.45  5.62  0.06
H  -1.61  1.10  1.74
H  2.46  -7.25  -2.65
H  -5.48  -2.18  -2.88
H  -4.38  6.68  -4.09
H  1.19  -3.79  -4.59
H  -5.50  -0.54  -3.45
H  2.72  -1.39  -9.32
H  -0.93  4.09  10.49
H  -4.11  -3.68  10.46
H  8.04  0.20  0.43
H  -2.19  -0.72  -2.16
H  2.61  1.54  3.37
H  1.49  -2.37  -2.32
H  -0.70  2.76  5.18
H  2.37  -7.09  -0.93
H  4.25  -2.93  -8.47
H  -7.45  -4.96  0.72
H  -2.47  -2.99  -1.62
H  -1.39  -3.60  6.80
H  5.75  -3.50  -0.35
H  -2.76  4.74  9.11
H  -2.35  2.26  4.81
H  4.98  0.82  -7.30
H  -3.89  6.46  6.14
H  2.59  5.00  -1.40
H  -6.40  -1.34  -5.42
H  -3.28  0.66  -4.15
H  0.43  -1.13  3.64
H  -6.14  -3.03  -5.01
H  -0.80  5.84  -4.25
H  2.73  3.72  2.31
H  -4.18  -2.70  -1.04
H  -0.85  -0.12  -3.98
H  -3.31  7.40  -6.22
H  -1.77  0.18  9.46
H  0.60  -3.64  -1.53
H  1.22  -1.05  1.29
H  -0.54  2.66  9.52
H  6.86  1.18  1.28
H  -0.82  3.29  1.17
H  -2.09  6.46  6.61
H  -2.18  3.00  0.20
H  -2.85  -1.35  5.29
H  -0.03  0.27  9.16
H  2.87  0.47  -4.12
H  6.92  3.77  0.19
H  -4.09  4.18  6.67
H  -1.20  0.05  -5.60
H  -0.11  -1.97  8.13
H  4.01  -3.10  -2.56
H  2.60  -3.60  -8.44
H  -1.77  7.54  -5.19
H  -2.57  5.12  -6.42
H  -6.50  -5.86  4.29
H  -0.53  2.77  -0.50
H  -3.09  8.68  -5.05
H  -5.59  -1.76  1.05
H  6.45  -2.62  0.93



Model two:
A cluster of 10 separate species, C60H150N10 in total, computed with ωB97M-V with the def2-TZVPD basis set.

Computed properties:
structure (SMILES)	CCN(CC)CC.CCN(CC)CC.CCN(CC)CC.CCN(CC)CC.CCN(CC)CC.CCN(CC)CC.CCN(CC)CC.CCN(CC)CC.CCN(CC)CC.CCN(CC)CC
Kohn-Sham gap	8.76	eV
E_HOMO	-8.1812	eV
spin multiplicity	1

CARTESIAN COORDINATES (ANGSTROEM)
N  20.44  23.27  12.57
N  16.41  28.29  2.43
N  18.12  31.26  7.37
N  8.77  19.70  6.30
N  24.00  22.60  6.78
N  21.85  27.61  7.43
N  11.93  23.48  0.11
N  18.14  23.26  5.60
N  16.61  15.81  4.44
N  17.21  24.08  -1.02
C  8.79  18.43  5.65
C  18.70  22.55  6.74
C  19.71  24.43  12.25
C  10.32  22.69  -1.58
C  17.70  29.01  2.64
C  18.69  24.64  5.53
C  11.66  22.47  -0.86
C  24.53  23.52  7.73
C  10.01  20.26  6.65
C  21.51  23.16  11.66
C  21.99  21.89  8.09
C  22.21  29.01  7.32
C  26.04  23.79  7.54
C  18.16  32.21  9.66
C  21.48  25.81  9.09
C  17.11  21.49  4.10
C  14.68  26.89  3.51
C  15.46  29.08  1.76
C  18.72  31.18  8.72
C  22.67  24.06  11.98
C  17.36  13.48  4.30
C  17.32  14.71  5.10
C  12.17  24.80  -0.51
C  18.11  25.55  6.58
C  23.67  22.22  4.30
C  18.56  24.61  -1.08
C  16.52  24.45  0.22
C  17.72  21.66  7.49
C  19.67  22.09  12.54
C  12.03  26.00  0.47
C  21.43  27.27  5.05
C  16.43  24.36  -2.23
C  18.22  22.53  4.31
C  17.92  17.80  5.20
C  22.13  26.80  6.26
C  18.71  26.14  -1.14
C  18.95  32.14  6.56
C  9.16  17.28  6.55
C  7.32  21.17  7.69
C  22.33  27.00  8.68
C  18.36  32.50  5.22
C  16.94  29.07  7.08
C  15.93  27.73  3.69
C  16.66  16.98  5.26
C  24.48  22.84  5.41
C  22.56  22.60  6.86
C  18.15  29.91  6.75
C  15.00  30.28  2.49
C  18.87  28.04  2.82
C  10.97  20.46  5.46
C  17.07  16.08  3.12
C  12.46  22.00  2.05
C  18.55  24.67  13.17
C  23.66  29.26  7.09
C  7.77  19.76  7.39
C  19.13  21.68  11.18
C  16.27  17.12  2.44
C  13.01  23.04  1.05
C  15.52  23.24  -2.57
C  16.92  23.52  1.36
H  16.07  22.30  -2.65
H  16.75  22.15  7.62
H  20.46  26.22  9.24
H  16.73  28.27  6.34
H  21.93  29.46  8.28
H  17.95  13.60  3.38
H  15.87  29.35  0.79
H  16.89  28.53  8.04
H  18.81  27.63  3.83
H  18.02  18.38  6.11
H  17.01  25.51  6.53
H  16.95  15.17  2.52
H  22.19  21.99  6.02
H  23.36  21.20  4.53
H  18.01  23.73  13.30
H  13.86  22.64  0.45
H  17.12  24.58  -3.05
H  20.31  21.28  12.90
H  9.58  18.48  4.89
H  23.00  23.94  13.01
H  14.69  23.14  -1.89
H  20.37  27.36  5.24
H  11.44  22.26  2.33
H  10.12  17.46  7.00
H  16.49  16.78  6.32
H  17.56  20.70  7.01
H  12.75  25.93  1.30
H  19.15  33.08  7.10
H  16.56  17.12  1.39
H  17.15  22.49  1.10
H  19.88  21.52  10.41
H  17.52  20.48  4.16
H  17.73  12.64  4.88
H  18.34  33.19  9.23
H  14.28  30.84  1.87
H  23.94  24.47  7.80
H  6.98  21.66  6.77
H  18.03  21.42  8.52
H  8.38  17.15  7.30
H  25.49  22.44  5.31
H  22.14  23.62  6.69
H  7.85  18.27  5.14
H  15.80  17.61  4.99
H  12.46  22.33  -1.62
H  19.50  21.88  6.34
H  16.33  21.61  4.85
H  22.36  25.11  11.85
H  8.11  19.27  8.32
H  13.37  23.91  1.59
H  15.84  25.28  -2.06
H  22.02  20.82  7.92
H  13.06  22.02  2.96
H  15.08  23.45  -3.56
H  21.56  29.49  6.58
H  21.88  22.12  11.72
H  18.10  26.56  -1.94
H  9.86  21.29  6.97
H  23.18  26.48  6.09
H  18.97  24.80  14.19
H  19.10  24.20  -1.94
H  15.46  24.15  0.06
H  18.25  23.28  3.52
H  17.67  29.67  3.54
H  23.90  30.32  6.98
H  20.93  22.18  8.06
H  16.63  26.99  4.10
H  16.41  25.53  0.43
H  10.53  21.10  4.70
H  18.72  32.15  10.60
H  18.38  14.95  5.35
H  11.05  26.17  0.92
H  17.12  31.99  9.80
H  18.42  26.64  -0.21
H  21.80  28.22  4.63
H  18.16  16.26  3.06
H  26.28  24.31  6.62
H  17.91  25.50  12.95
H  22.83  22.83  3.98
H  24.51  23.93  5.19
H  19.98  31.72  6.45
H  19.15  24.24  -0.23
H  21.34  25.02  8.36
H  17.56  31.80  4.94
H  26.54  22.81  7.59
H  18.38  25.24  7.59
H  19.76  26.40  -1.30
H  19.84  31.18  8.69
H  6.46  21.21  8.37
H  11.37  24.98  -1.26
H  10.42  23.53  -2.27
H  14.50  26.30  4.40
H  18.45  22.43  10.72
H  17.94  29.61  1.76
H  16.36  13.24  3.91
H  14.46  30.05  3.41
H  24.46  23.01  8.70
H  11.27  19.54  4.97
H  26.43  24.35  8.38
H  11.56  21.54  -0.29
H  19.39  24.50  11.18
H  9.22  16.35  5.98
H  20.40  25.29  12.31
H  19.12  32.40  4.45
H  6.87  19.23  7.05
H  21.26  23.27  10.59
H  12.27  26.91  -0.11
H  16.40  18.10  2.88
H  18.21  30.01  5.66
H  21.62  25.86  6.46
H  15.80  31.01  2.67
H  9.57  22.97  -0.84
H  17.80  23.99  1.82
H  21.68  25.40  10.09
H  18.80  17.16  5.14
H  18.75  27.18  2.17
H  10.57  19.78  7.48
H  16.12  23.45  2.11
H  17.90  33.48  5.25
H  18.41  20.85  11.26
H  18.46  25.01  4.52
H  13.11  24.87  -1.08
H  22.14  27.75  9.47
H  21.69  26.59  4.22
H  18.38  26.60  6.46
H  14.83  26.27  2.63
H  13.84  27.58  3.39
H  12.45  20.99  1.64
H  19.14  23.26  7.43
H  24.37  22.15  3.47
H  11.89  20.92  5.86
H  15.22  16.81  2.46
H  19.85  28.52  2.72
H  19.11  29.40  7.00
H  18.84  22.12  13.25
H  24.22  28.94  7.98
H  17.96  18.41  4.30
H  14.58  28.46  1.53
H  16.59  21.57  3.14
H  23.40  26.76  8.62
H  19.80  24.61  5.59
H  15.79  28.55  4.42
H  24.02  28.72  6.22
H  16.75  14.50  6.01
H  22.55  22.17  8.97
H  18.55  30.17  9.13
H  23.52  23.90  11.32
H  15.95  29.55  7.06
H  19.21  22.02  4.36
H  8.09  21.80  8.14
H  10.02  21.76  -2.05



Energy ordering: model two at the bottom, the next structure 54.6 kcal/mol above.